C28H54ClCoPSi as an isolated structure. Source: the Open Molecules 2025 dataset; level of theory: ωB97M-V/def2-TZVPD.

Net charge: -1
E in eV: -97222.08156
LUMO energy (alpha / beta) in eV: 2.514 / 2.294
Frontier orbital gap (alpha / beta) in eV: 2.07 / 5.93
2S+1: 5
E_HOMO (alpha / beta) in eV: 0.444 / -3.632

Geometry (Å):
C1 1.33 -0.09 -0.13
H1 -1.52 0.32 -3.10
H2 -1.59 -0.59 1.71
H3 -2.99 0.73 -1.60
C2 -1.40 3.66 -1.02
H4 -3.50 2.69 0.69
H5 -3.27 0.33 0.09
C3 1.85 4.02 4.58
H6 -1.68 -4.00 -0.86
H7 3.99 1.26 -1.79
Co1 2.63 1.76 1.36
C4 0.25 -2.53 -2.10
H8 1.08 5.79 2.00
H9 3.25 1.82 -0.27
C5 -1.02 -4.67 1.17
H10 -2.40 -5.44 2.66
C6 -2.92 3.56 -1.19
H11 -1.05 -3.91 -3.11
H12 4.51 -0.98 -0.82
C7 3.69 3.50 2.19
H13 0.74 -2.24 -4.93
C8 2.09 -1.21 0.60
C9 -2.82 1.08 -0.57
H14 -0.24 4.59 1.98
H15 4.11 2.65 1.58
H16 1.27 -2.13 -2.23
H17 4.29 3.53 3.11
H18 -2.20 -1.67 -4.32
H19 2.27 -0.54 -2.04
H20 1.55 1.08 -1.97
H21 -3.52 -1.75 2.44
H22 0.19 -0.02 -3.36
C10 -0.67 2.31 -1.18
H23 -1.16 1.51 0.75
H24 1.36 0.82 0.57
H25 3.29 0.18 1.79
H26 0.06 -4.44 1.26
H27 -0.84 -4.99 3.33
C11 -1.61 -4.67 2.62
H28 5.20 0.30 0.19
C12 -1.15 -1.34 -4.43
C13 -3.08 -2.66 2.02
Si1 1.90 3.62 2.76
Cl1 0.83 1.66 2.77
H29 -0.69 2.01 -2.24
C14 2.10 0.32 -1.38
C15 -1.63 -3.78 0.21
H30 -1.16 4.06 -0.03
H31 -1.11 -0.71 -5.33
H32 3.91 4.42 1.62
C16 -0.79 -0.49 -3.21
C17 3.44 0.90 -0.92
H33 -0.40 -1.87 1.51
C18 -2.20 -3.34 3.07
C19 -0.11 -3.39 -3.31
H34 -1.38 -2.65 3.35
H35 1.54 -1.54 1.50
H36 2.32 4.99 4.76
C20 -0.75 -1.36 -1.94
H37 2.21 -2.08 -0.06
H38 0.39 2.45 -0.92
H39 -0.65 -3.21 -5.40
P1 -0.46 -0.43 -0.38
C21 -0.25 -2.57 -4.60
H40 -0.99 4.36 -1.76
H41 -3.37 4.52 -0.90
H42 0.81 4.07 4.93
H43 -1.08 -5.70 0.78
C22 -2.29 -2.32 0.75
C23 0.82 4.76 1.75
H44 0.66 -4.16 -3.44
C24 -1.25 -1.38 1.01
H45 -3.15 3.41 -2.26
H46 -4.60 2.31 -0.64
H47 -2.98 -2.00 -0.04
H48 -3.91 -3.32 1.75
H49 -1.75 -1.81 -1.80
H50 2.38 3.25 5.16
C25 3.45 -0.65 1.03
H51 0.97 4.63 0.67
C26 -3.54 2.43 -0.37
H52 -2.79 -3.50 3.98
C27 4.25 -0.14 -0.16
H53 0.26 -3.15 -1.19
C28 -1.31 1.21 -0.31
H54 4.00 -1.44 1.56

Mulliken atomic charge list, values in e, 2 entries: 4.12, 0.26

---

A 7-piece molecular cluster, C14H37N7O16PS overall. Source: the Open Molecules 2025 dataset; level of theory: ωB97M-V/def2-TZVPD.

Net charge: +1
E in eV: -78402.06196
LUMO energy in eV: -3.004
Frontier orbital gap in eV: 9.38
ΔE to the lowest compared entry with this formula, charge and spin in kJ/mol: 659.9
2S+1: 1
E_HOMO in eV: -12.383

Geometry (Å):
H1 4.67 -0.06 -0.20
H2 -2.58 -1.00 -2.74
C1 1.11 4.02 -1.19
H3 -3.69 -4.97 -4.40
C2 6.63 0.94 -1.65
N1 -7.06 -5.71 -2.57
O1 0.61 -0.05 6.18
H4 3.33 5.03 -2.42
O2 0.74 -2.14 1.34
C3 -4.42 2.71 1.31
N2 0.08 0.67 5.33
H5 -5.27 -4.28 -4.89
O3 1.22 -3.75 -0.08
H6 6.92 1.76 -2.45
H7 1.24 3.13 0.91
O4 5.37 4.03 -0.43
N3 6.55 -2.12 3.36
H8 -3.50 2.37 0.83
C4 -1.38 1.10 -0.35
H9 -5.19 1.94 1.28
H10 -2.14 0.72 0.49
H11 -1.63 1.78 4.78
O5 6.88 -1.53 2.33
N4 0.43 -2.99 0.50
C5 5.41 0.63 0.41
H12 4.19 1.79 -2.72
H13 -0.50 0.32 -0.38
O6 -2.97 2.80 3.13
H14 7.52 0.23 -1.37
H15 6.16 -0.10 0.97
O7 -6.24 -6.02 -3.44
H16 -6.74 -4.51 -0.88
H17 -1.94 0.29 5.74
C6 6.48 -1.31 4.61
C7 5.11 2.78 -0.85
H18 -7.83 -3.81 -2.14
N5 -4.12 2.99 2.74
O8 -4.48 -1.85 -4.39
O9 -1.92 2.35 -2.85
O10 -5.07 3.39 3.44
H19 -1.51 3.40 -0.47
H20 2.18 3.41 -3.62
O11 6.28 -3.32 3.46
H21 -4.77 3.64 0.86
H22 -1.32 -4.13 0.39
H23 3.23 1.50 -1.10
H24 4.80 1.17 1.26
H25 5.73 -0.52 4.44
O12 -1.87 -0.28 -2.86
H26 5.78 0.29 -2.11
H27 -3.79 -3.91 -5.84
C8 -0.87 2.62 0.13
O13 -3.89 1.22 -1.78
O14 0.59 1.01 4.25
H28 6.17 -1.95 5.43
C9 0.77 2.81 -0.13
S1 -2.33 1.11 -1.97
H29 7.47 -0.88 4.79
N6 6.10 1.68 -0.44
C10 -6.91 -4.36 -1.95
P1 2.65 3.75 -2.27
H30 1.24 5.06 -0.62
O15 -7.99 -6.41 -2.16
H31 1.15 1.76 -0.50
H32 -1.24 1.76 6.53
H33 -6.05 -3.86 -2.40
C11 -1.29 1.17 5.61
N7 -3.96 -2.91 -4.01
H34 -1.57 -2.38 0.73
O16 -3.27 -3.05 -2.99
H35 0.15 4.15 -1.88
C12 -1.01 -3.11 0.15
H36 -1.10 -2.91 -0.92
C13 -4.20 -4.11 -4.85
C14 3.79 2.32 -1.73
H37 -1.13 2.69 1.29

Mulliken atomic charge list, values in e, 2 entries: 0.25, 0.33

---

One molecule with the formula C3H7N5. Source: the Open Molecules 2025 dataset; level of theory: ωB97M-V/def2-TZVPD.

E in eV: -10671.96541
LUMO energy in eV: 0.445
Frontier orbital gap in eV: 9.54
ΔE to the lowest compared entry with this formula, charge and spin in kJ/mol: 292.9
2S+1: 1
E_HOMO in eV: -9.095
Structure (SMILES): [H]/N=C(N)\N=C/N/C=N/[H]

Geometry (Å):
N1 -2.83 -0.87 0.00
N2 1.86 -0.26 1.35
H1 2.41 -0.99 -1.71
C1 -1.69 -0.46 0.37
H2 1.31 0.68 1.67
H3 -2.18 1.32 -0.49
H4 -2.93 -1.99 0.10
N3 1.74 -1.08 -0.81
H5 -0.76 -1.05 0.46
C2 -0.25 1.55 -0.13
H6 2.58 -1.67 -0.34
C3 1.57 0.05 0.06
N4 -1.42 0.93 0.02
N5 1.03 1.23 -0.33
H7 -0.44 2.61 -0.21

Mulliken atomic charge list, values in e, 2 entries: -0.61, -0.57